# C18H20N4O3S2

C18H20N4O3S2 in the gas phase (ωB97M-V/def2-TZVPD, the Open Molecules 2025 dataset).

Structure (ORCA input):
```
! wB97M-V def2-TZVPD RIJCOSX def2/J DEFGRID3
* xyz 0 1
C 5.5521 0.8017 -2.9919
C 6.5908 -0.1319 -3.6013
C 5.9922 -1.4258 -4.1521
C 5.3506 -2.2976 -3.0696
C 3.9363 -1.8393 -2.7517
O 3.1691 -1.4484 -3.5989
N 3.6208 -1.9535 -1.4222
C 2.4264 -1.6471 -0.7737
C 1.3171 -1.1204 -1.4334
C 0.1677 -0.8219 -0.7295
C 0.0957 -1.0430 0.6444
C -1.0995 -0.7559 1.4693
O -1.3136 -1.2533 2.5591
N -1.9800 0.1286 0.9210
N -3.1083 0.5016 1.6168
C -3.8900 1.4762 1.1646
S -3.5925 2.2842 -0.2534
N -5.0018 1.8203 1.9112
C -5.3893 1.2797 3.1161
O -4.7668 0.3894 3.6675
C -6.6021 1.8543 3.6843
C -7.4438 2.8449 3.2384
C -8.5096 3.0828 4.1200
C -8.4660 2.2757 5.2187
S -7.1302 1.2110 5.2043
C 1.2010 -1.5904 1.2955
C 2.3525 -1.8830 0.6006
H 4.7471 0.9856 -3.6990
H 5.1189 0.3768 -2.0892
H 6.0081 1.7542 -2.7304
H 7.3503 -0.3726 -2.8521
H 7.0932 0.3862 -4.4211
H 6.7824 -1.9937 -4.6472
H 5.2275 -1.1883 -4.8937
H 5.9745 -2.3117 -2.1741
H 5.2640 -3.3225 -3.4412
H 4.3390 -2.3215 -0.8128
H 1.3639 -0.9515 -2.4958
H -0.6810 -0.4383 -1.2752
H -1.8278 0.6862 0.0848
H -3.2765 0.0276 2.5115
H -5.5529 2.5604 1.4981
H -7.3178 3.3893 2.3190
H -9.2741 3.8187 3.9482
H -9.1542 2.2522 6.0404
H 1.1321 -1.7760 2.3564
H 3.2046 -2.3001 1.1193
*
```

## Properties
LUMO energy: -0.29 eV
DFT total energy: -1939.0914 Ha
SMILES string: CCCCC(=O)Nc1ccc(C(=O)NNC(=S)NC(=O)c2cccs2)cc1
energy above the lowest of the compared OMol25 structures with the same formula, charge and spin: 0.194 eV

Atom charges from the Mulliken analysis, given in e for atoms 1 to 2:
1. C -1.0500
2. C -0.4425


# C18H20N4O4S2

C18H20N4O4S2 in the gas phase in a non-equilibrium geometry (ωB97M-V/def2-TZVPD, the Open Molecules 2025 dataset).

Structure (ORCA input):
```
! wB97M-V def2-TZVPD RIJCOSX def2/J DEFGRID3
* xyz 0 1
C 1.6439 -1.0414 2.6246
C 1.3809 0.1255 1.7275
C 2.2686 1.1948 1.6795
C 2.0440 2.2758 0.8438
C 0.9175 2.2848 0.0464
S 0.5604 3.6650 -1.0295
O 0.1463 3.1692 -2.3093
O 1.6630 4.5867 -0.9812
N -0.8101 4.2612 -0.2607
C -1.8046 4.8776 -1.1186
C -1.4304 6.3301 -1.4218
O -1.2467 7.0617 -0.2290
C -0.2126 6.5048 0.5540
C -0.5253 5.0502 0.9217
C 0.0232 1.2342 0.0651
C 0.2494 0.1485 0.9012
C -0.7551 -0.9667 0.9353
O -1.2485 -1.3899 1.9624
N -1.0931 -1.4222 -0.2903
C -1.9780 -2.5639 -0.4468
C -1.2394 -3.8471 -0.2448
C -0.9155 -4.4433 0.9495
N -0.2004 -5.5588 0.6186
C 0.4263 -6.6131 1.2259
C 0.9870 -7.4494 0.3338
S 0.7488 -6.9452 -1.3197
C -0.1291 -5.5733 -0.7544
N -0.7387 -4.5558 -1.3011
H 1.8641 -1.9282 2.0303
H 2.4853 -0.8441 3.2830
H 0.7595 -1.2582 3.2190
H 3.1472 1.1798 2.3074
H 2.7278 3.1086 0.7932
H -2.7676 4.8348 -0.5998
H -1.8475 4.2906 -2.0352
H -0.5055 6.3427 -2.0180
H -2.2285 6.8349 -1.9685
H 0.7371 6.5348 0.0025
H -0.1418 7.1246 1.4494
H -1.4060 5.0069 1.5710
H 0.3238 4.5943 1.4316
H -0.8478 1.2849 -0.5691
H -0.5522 -1.1377 -1.0915
H -2.4087 -2.5410 -1.4473
H -2.7602 -2.4724 0.3108
H -1.1330 -4.1516 1.9547
H 0.4336 -6.7047 2.2961
H 1.5352 -8.3466 0.5343
*
```

## Properties
LUMO energy: 0.56 eV
DFT total energy: -2014.2723 Ha
SMILES string: Cc1ccc(S(=O)(=O)N2CCOCC2)cc1C(=O)NCc1cn2ccsc2n1
energy above the lowest of the compared OMol25 structures with the same formula, charge and spin: 1.851 eV

Atom charges from the Mulliken analysis, given in e for atoms 1 to 2:
1. C -1.5230
2. C 0.9410


# C18H21BCl3NO

2 unconnected molecules or ions with the total composition C18H21BCl3NO in a non-equilibrium geometry (ωB97M-V/def2-TZVPD, the Open Molecules 2025 dataset).

Structure (ORCA input):
```
! wB97M-V def2-TZVPD RIJCOSX def2/J DEFGRID3
* xyz 0 1
Cl -4.4802 0.4692 -1.6107
B -3.1544 -0.0223 -0.4267
Cl -3.4377 0.7950 1.2488
Cl -2.9940 -1.8686 -0.2109
O -1.8628 0.4753 -0.9913
C -1.1478 1.3636 -0.3848
C -1.0092 2.7022 -0.8745
C -0.3906 3.6564 -0.0225
C -0.2840 4.9798 -0.4215
C -0.7922 5.3758 -1.6650
C -1.3696 4.4405 -2.5314
C -1.4924 3.1098 -2.1480
H -0.7807 1.1266 0.6144
H -0.0073 3.3140 0.9348
H 0.1989 5.7189 0.2252
H -0.7271 6.4169 -1.9734
H -1.7322 4.7389 -3.5191
H -1.9504 2.3693 -2.8024
C 0.7375 -0.0853 4.0757
C 2.0328 -0.6128 3.9444
C 2.2868 -1.5850 2.9765
C 1.2648 -2.0045 2.1198
C 1.5697 -2.9374 0.9738
C 1.6150 -2.2527 -0.4046
C 1.6857 -3.2527 -1.5938
C 0.8076 -2.6527 -2.7124
C -0.0035 -1.5270 -2.0444
N 0.5304 -1.4000 -0.7255
C -0.0458 -1.5531 2.3205
C -0.3022 -0.5614 3.2654
H 0.5384 0.6880 4.8124
H 2.8357 -0.2753 4.5999
H 3.2866 -2.0144 2.8555
H 2.5538 -3.3947 1.1340
H 0.8217 -3.7427 0.9226
H 2.5370 -1.6372 -0.4035
H 2.7180 -3.4120 -1.9243
H 1.2559 -4.2087 -1.2735
H 1.4437 -2.2120 -3.4905
H 0.1513 -3.4045 -3.1681
H 0.0751 -0.5866 -2.6228
H -1.0793 -1.7860 -1.9892
H 0.2640 -0.6177 -0.1511
H -0.8496 -1.9571 1.7053
H -1.3172 -0.1756 3.3569
*
```

## Properties
LUMO energy: -2.39 eV
DFT total energy: -2234.0218 Ha
energy above the lowest of the compared OMol25 structures with the same formula, charge and spin: 1.144 eV

Atom charges from the Mulliken analysis, given in e for atoms 1 to 2:
1. Cl -0.3173
2. B 0.7524


# C18H21Br2F3N3O4S

A molecular structure, C18H21Br2F3N3O4S in a non-equilibrium geometry (ωB97M-V/def2-TZVPD, the Open Molecules 2025 dataset).

Structure (ORCA input):
```
! wB97M-V def2-TZVPD RIJCOSX def2/J DEFGRID3
* xyz 1 1
N -6.9986 0.9090 0.1107
C -5.9249 -0.0543 0.6399
C -5.9347 -1.5224 -0.0875
S -5.3311 -1.5471 -1.8574
C -4.6087 0.0855 -2.4163
C -3.2717 0.5744 -1.5916
C -3.3926 2.1978 -1.3687
F -4.6819 2.6473 -0.7780
Br -3.2547 3.0840 -3.1896
C -2.2070 2.7969 -0.3596
F -1.0424 1.8840 -0.2755
F -2.8764 2.9115 0.9901
Br -1.7371 4.6574 -1.0141
H -6.9334 1.8429 0.5942
H -7.9417 0.4839 0.2697
H -4.8801 0.4752 0.6823
H -6.2313 -0.2476 1.7770
H -5.3531 -2.2798 0.5971
H -7.0698 -1.8909 -0.1125
H -6.4952 -1.7332 -2.6624
H -4.2502 -0.0729 -3.5441
H -5.4630 0.9019 -2.4790
H -2.3315 0.3418 -2.2780
H -3.1223 -0.0323 -0.5755
C 2.7186 0.8198 1.3711
C 1.3243 0.8313 1.4328
C 0.6640 0.1651 2.4670
C 1.4136 -0.5086 3.4412
C 2.8132 -0.5283 3.3773
C 3.4622 0.1392 2.3367
N 0.7263 -1.1894 4.5451
O -0.5135 -1.1653 4.5560
O 1.4246 -1.7454 5.4049
H 3.2291 1.3455 0.5659
H 0.7516 1.3627 0.6757
H -0.4231 0.1835 2.5011
H 3.4072 -1.0514 4.1239
H 4.5485 0.1324 2.2801
C 6.5897 -2.8200 -2.0852
C 7.5751 -1.9992 -1.5343
C 7.2440 -0.7267 -1.0648
C 5.9160 -0.2859 -1.1481
C 4.9262 -1.1048 -1.7077
C 5.2699 -2.3744 -2.1764
N 5.5569 1.0408 -0.6330
O 6.4644 1.7428 -0.1627
O 4.3667 1.3812 -0.6941
H 6.8515 -3.8136 -2.4448
H 8.6017 -2.3530 -1.4680
H 8.0235 -0.0992 -0.6382
H 3.8926 -0.7734 -1.7830
H 4.5081 -3.0187 -2.6097
*
```

## Properties
LUMO energy: -3.72 eV
DFT total energy: -7008.9067 Ha

Atom charges from the Mulliken analysis, given in e for atoms 1 to 2:
1. N -0.5681
2. C -0.3009


Frontier orbital gap values, unit eV, following the record order: 8.2 9.0 5.5 7.8.
HOMO energy values, unit eV, following the record order: -8.47 -8.44 -7.86 -11.50.